# 1
C17H13N11O3S3SbTc as an isolated structure. Source: OMol25; level of theory: the ωB97M-V functional and the def2-TZVPD basis.

## Properties
- Total energy: -81618.146 eV
- Orbital gap: 5.57 eV
- Charge: -2
- Relative energy (zero: lowest compared OMol25 entry of this formula, charge and spin): 78.9 kJ/mol
- E_HOMO: -1.84 eV
- M: 735.33 g/mol

Element x y z (Å)
1 Sb 1.20706 -1.30277 -3.85513
2 C -2.14425 -3.88693 0.41438
3 C -2.42185 1.72968 -0.55548
4 S 2.13806 -1.11914 -1.80591
5 C 1.70364 1.25742 0.66599
6 C 3.35795 2.38545 2.18733
7 H -2.57868 3.40271 -1.71631
8 O 0.96288 1.39653 -0.36580
9 C -0.45042 -3.73647 2.60952
10 C -2.21854 -4.81618 1.41744
11 C 0.57510 -1.69024 1.75243
12 H -2.97081 -5.59219 1.33203
13 N -3.49155 1.95939 0.18646
14 N 0.55544 1.40323 -3.52110
15 C 2.61821 2.38279 1.00755
16 O -1.06827 -2.05377 -0.55734
17 C -1.01770 2.34006 -2.45555
18 H -3.23543 -2.32401 -1.86261
19 H 4.98082 5.33724 1.82026
20 N -3.55288 0.88814 1.00508
21 H 0.20663 -3.65002 3.46931
22 C 2.73539 3.44957 0.12260
23 H 3.25600 1.54571 2.86128
24 N -1.98428 2.61654 -1.52609
25 C 4.31947 4.50940 1.59206
26 N -0.26575 1.25320 -2.46925
27 O -2.99430 -3.99826 -0.65469
28 H 4.77619 3.43989 3.39788
29 N -1.82781 0.58653 -0.23622
30 C -0.35187 -2.76709 1.59566
31 H -1.42753 -5.50654 3.31209
32 C -1.16449 -2.83813 0.44471
33 N -2.57988 0.07766 0.76332
34 H 2.15548 3.42756 -0.79074
35 C 3.58378 4.50785 0.41532
36 S -0.95705 -1.32725 -3.18528
37 H 1.19167 -1.67970 2.64911
38 N 0.29860 2.52237 -4.10199
39 Tc -0.04822 -0.29585 -1.02795
40 S 2.01109 -2.51829 -5.55437
41 H -3.71880 -2.09258 -0.17692
42 N 1.69170 0.21172 1.43148
43 C -1.35539 -4.76369 2.52779
44 H -4.72170 -3.10498 -1.25347
45 H 3.67079 5.33314 -0.28098
46 N 0.74508 -0.69732 0.95343
47 C 4.20378 3.44404 2.47751
48 C -3.70212 -2.80355 -1.00345
49 N -0.69524 3.15713 -3.45539



# 2
C17H13N2O2ReS4Sb as an isolated structure. Source: OMol25; level of theory: the ωB97M-V functional and the def2-TZVPD basis.

## Properties
- Total energy: -76892.710 eV
- Orbital gap (spin up / spin down): 4.92 / 4.92 eV
- Charge: +3
- E_HOMO (spin up / spin down): -17.28 / -17.28 eV
- M: 713.54 g/mol

Element x y z (Å)
1 H 6.88113 2.90749 0.62614
2 N 1.14392 -0.96674 0.75895
3 H 8.29993 0.89474 0.77071
4 S 0.96652 -0.44690 -2.23081
5 C 2.83947 2.89099 0.39548
6 H 4.82170 -1.60446 0.66110
7 C -0.67482 -2.13268 1.63712
8 H 1.58913 -4.76695 3.28662
9 C 2.21525 1.65107 0.31800
10 H 7.26233 -1.34998 0.80118
11 C -2.77590 -1.01173 1.33004
12 O -1.31643 -1.06548 1.06820
13 S -1.49280 3.46186 -3.90580
14 N 2.45350 -0.75211 0.77284
15 S -2.49271 -0.53675 -4.77966
16 C 2.99249 0.40066 0.48884
17 H -3.26706 -1.78783 0.75016
18 H 2.63610 -2.85875 2.09671
19 H -3.10332 -0.02003 1.04188
20 C -1.26672 -3.20764 2.28477
21 C 5.25600 -0.61457 0.65690
22 H -2.33533 -3.32843 2.36496
23 H -0.85567 -4.97824 3.38900
24 C -0.42227 -4.13483 2.86757
25 C 0.72679 -2.01947 1.53416
26 C 0.97650 -4.01086 2.81568
27 H -2.90069 -1.14501 2.40074
28 Sb -2.05314 1.39542 -3.96135
29 Re -0.04684 0.06631 -0.54389
30 H 2.23047 3.78275 0.34266
31 C 7.22500 0.79169 0.71267
32 H 4.70161 3.91530 0.51197
33 C 6.63925 -0.46865 0.72913
34 C 4.44101 0.50585 0.56405
35 S -1.99292 0.70941 -1.16248
36 C 4.21419 2.94682 0.49278
37 C 6.42747 1.92488 0.62793
38 O 0.92820 1.58816 0.14655
39 C 5.03581 1.79466 0.55050
40 C 1.56397 -2.95849 2.16599



# 3
C17H13O4PY as an isolated structure in a non-equilibrium geometry. Source: OMol25; level of theory: the ωB97M-V functional and the def2-TZVPD basis.

## Properties
- Total energy: -36330.976 eV
- Orbital gap: 5.81 eV
- Charge: +3
- E_HOMO: -18.63 eV
- M: 401.17 g/mol

Element x y z (Å)
1 C -3.72934 -1.03588 0.27409
2 C 0.72175 -2.10260 2.14669
3 C -2.37569 -1.28789 0.06943
4 H -3.47802 1.25946 2.79124
5 P 0.30819 -1.17661 0.64911
6 C 1.55553 0.26814 0.76652
7 C 0.29651 -2.30212 -2.32559
8 H 4.36433 2.96061 0.83906
9 H -4.48471 -1.54918 -0.32642
10 H -2.04961 -1.99459 -0.69993
11 H 4.89560 0.67492 0.04053
12 O -4.11161 -0.34965 -5.07399
13 C -1.80523 0.28793 1.83606
14 C -3.15653 -0.33668 -4.44875
15 C 3.86260 0.94413 0.27948
16 C 2.42454 -0.29159 -3.57097
17 C 2.85789 -0.03714 0.24379
18 C -3.16601 0.54102 2.03047
19 H -5.19560 0.03600 1.46207
20 H 0.19842 1.92361 1.14884
21 H 0.61220 -1.46570 3.02650
22 H 0.08111 -2.97603 2.27397
23 C 0.19273 2.10255 -2.39873
24 C 1.23349 1.62349 0.98865
25 O -0.01316 -3.34595 -2.71227
26 H 2.03303 3.58873 1.34213
27 H 1.75404 -2.44828 2.11621
28 C 3.56467 2.22841 0.71203
29 C -4.13121 -0.13853 1.27400
30 Y 0.97856 -0.06014 -1.64801
31 O -0.13388 3.15782 -2.76137
32 H 3.10548 -1.06010 -0.09057
33 C 2.25209 2.57302 1.02410
34 H -1.05010 0.80483 2.42844
35 O 2.99402 -0.36463 -4.57991
36 C -1.40610 -0.65143 0.87311



# 4
C17H14AlCl5N5S2 as an isolated structure. Source: OMol25; level of theory: the ωB97M-V functional and the def2-TZVPD basis.

## Properties
- Total energy: -116183.851 eV
- Orbital gap: 7.92 eV
- Charge: +1
- Relative energy (zero: lowest compared OMol25 entry of this formula, charge and spin): 0.0 kJ/mol
- E_HOMO: -11.74 eV
- M: 556.72 g/mol

Element x y z (Å)
1 C 0.54310 2.54896 4.39387
2 N 0.93353 -1.69015 -1.63421
3 N 0.91526 1.69869 -3.67220
4 N 1.48811 3.18598 -1.98317
5 H 1.19900 3.65642 -1.12535
6 C -1.75495 -4.87042 0.77917
7 H 3.89639 3.15879 -4.27155
8 H 3.25360 4.26154 -2.07437
9 C -1.92912 -3.45409 1.31660
10 N -1.84499 -2.50044 0.17736
11 C 2.04013 2.02992 -4.28485
12 C 1.44374 -0.86188 -1.01272
13 C -1.36842 -4.17563 -1.59096
14 H -1.43110 -5.50766 1.60145
15 S -0.78269 1.81022 -1.63547
16 Cl 0.60071 4.85076 5.78873
17 C 2.97618 2.92654 -3.75944
18 Al 0.06401 1.20504 0.42759
19 H -0.58511 -3.85584 -2.27314
20 S 2.13021 0.34597 -0.04901
21 Cl 0.55798 0.10294 3.25497
22 Cl 0.15035 6.29703 3.07662
23 H 0.15459 -4.33808 -0.06669
24 H -3.28684 -3.21855 -1.13875
25 C 2.64799 3.52088 -2.57700
26 C 0.24783 4.58653 3.13059
27 H -0.45706 -5.88059 -0.62997
28 C 0.45246 3.93922 4.35034
29 H -2.01633 -4.87590 -2.12062
30 N -1.20514 -0.18065 0.59386
31 C 0.41779 1.83284 3.20787
32 C 0.12712 3.82207 1.97371
33 H -1.12795 -3.19554 2.00904
34 C -1.51194 -1.28657 0.38619
35 H 2.21192 1.55742 -5.24527
36 Cl -0.12204 4.67286 0.46955
37 C -2.22586 -2.96963 -1.18086
38 H -2.71474 -5.26335 0.43520
39 H -2.88400 -3.31905 1.82650
40 Cl 0.80569 1.74449 5.88208
41 H -2.09976 -2.12888 -1.85949
42 C -0.75379 -4.86549 -0.37092
43 C 0.19477 2.43296 1.97034
44 C 0.64936 2.25031 -2.49560



# 5
C17H14AsFeN3O6S as an isolated structure in a non-equilibrium geometry. Source: OMol25; level of theory: the ωB97M-V functional and the def2-TZVPD basis.

## Properties
- Total energy: -140672.043 eV
- Orbital gap (spin up / spin down): 7.57 / 6.92 eV
- Expectation value of S²: 6.011
- E_HOMO (spin up / spin down): -9.33 / -8.83 eV
- M: 519.15 g/mol
- Spin multiplicity: 5

Element x y z (Å)
1 C -1.96875 -7.30750 13.94096
2 C -6.69617 -3.75042 12.20916
3 O -7.39428 -5.40997 16.71157
4 H -7.61414 -8.88391 18.62248
5 C -2.13243 -6.73917 12.66630
6 C -8.67875 -7.52288 17.30684
7 S -7.06487 -6.85707 16.85442
8 H -8.39130 -1.69546 10.17710
9 O -6.68626 -7.30456 15.50773
10 H -9.66823 -9.76143 19.66124
11 H -9.15992 -3.06219 14.18163
12 C -8.56080 -3.03985 13.24924
13 H -9.90915 -1.86791 12.12205
14 C -11.03785 -7.86455 17.20649
15 H -11.84038 -9.18164 18.72424
16 H -1.03383 -7.78034 14.18920
17 C -6.95190 -2.97759 11.08301
18 C -8.92930 -2.34099 12.11435
19 N -5.60042 -4.58645 12.20684
20 C -8.11649 -2.26092 11.06128
21 H -2.80765 -7.66783 15.86515
22 As -10.22387 -5.73266 15.56835
23 Fe -7.21409 -5.38070 14.62461
24 H -12.30628 -5.43634 14.76886
25 C -3.34438 -6.10088 12.33590
26 N -7.45085 -3.72563 13.31896
27 O -9.04707 -5.84441 14.33288
28 C -9.89734 -7.19564 16.75349
29 C -3.01870 -7.27616 14.89202
30 O -6.20403 -7.26322 17.92907
31 H -5.00973 -6.56056 15.21344
32 O -10.39370 -4.18211 16.11786
33 H -12.02286 -7.60869 16.83822
34 C -9.72742 -9.03194 18.88162
35 C -10.93529 -8.74732 18.26453
36 H -6.32751 -3.03725 10.24235
37 C -4.19508 -6.68226 14.52541
38 H -1.29629 -6.62242 11.96189
39 C -4.37155 -6.12487 13.29152
40 N -5.56006 -5.35568 13.16452
41 O -11.75502 -6.21723 14.78594
42 H -3.51537 -5.72139 11.33189
43 C -8.56755 -8.47216 18.35121



# 6
C17H14Br2N3O2SSn as an isolated structure in a non-equilibrium geometry. Source: OMol25; level of theory: the ωB97M-V functional and the def2-TZVPD basis.

## Properties
- Total energy: -183168.518 eV
- Orbital gap: 6.18 eV
- Charge: +1
- Relative energy (zero: lowest compared OMol25 entry of this formula, charge and spin): 0.0 kJ/mol
- E_HOMO: -9.99 eV
- M: 602.90 g/mol

Element x y z (Å)
1 Br 8.85664 7.82616 12.26702
2 Br 5.10744 3.79090 10.66547
3 N 12.29086 8.85086 6.69118
4 C 14.39904 7.25615 5.83343
5 H 15.84551 5.75753 6.38302
6 O 5.80932 10.73231 7.34685
7 C 7.91924 6.89804 10.96372
8 C 6.82144 6.56733 6.24774
9 C 6.22350 5.29022 10.25004
10 H 15.60750 8.99365 5.94800
11 H 5.21933 5.35254 5.65552
12 H 14.19992 10.86106 7.94141
13 O 9.08894 8.13179 9.20324
14 H 6.81619 8.04276 4.75463
15 C 6.94655 5.92406 11.23475
16 H 16.30297 6.70470 5.07006
17 C 13.52560 9.36288 6.51811
18 Sn 9.29168 8.68919 7.23020
19 C 15.44128 6.22694 5.48537
20 H 15.01302 5.50305 4.75614
21 H 12.84390 5.93963 5.48256
22 H 4.62215 4.60010 8.05527
23 C 5.74194 5.69117 6.52635
24 C 14.59977 8.58845 6.05911
25 N 7.60097 7.04740 7.27333
26 H 8.19192 6.91503 4.62762
27 H 6.78833 5.72007 12.25948
28 C 12.11141 7.60112 6.34723
29 C 6.88018 10.27972 7.45829
30 C 8.20181 7.23459 9.55706
31 C 6.29704 5.74453 8.86543
32 C 5.43258 5.28361 7.82394
33 H 6.53405 6.39374 4.16672
34 C 13.76944 10.74727 6.94940
35 S 10.61261 6.74840 6.35743
36 H 14.50391 11.25361 6.26672
37 N 13.12619 6.80374 5.93052
38 H 12.91248 11.38753 6.88753
39 C 7.32327 6.68343 8.53959
40 C 7.12331 6.95626 4.87143